Density functional theory data (the ωB97M-V functional and the def2-TZVPD basis) for a molecular structure, C5H6N.

Calculated values
- E_LUMO: -0.1369 Ha
- Calculated total energy: -248.4288 Ha
- Energy relative to the best compared isomer or geometry (same formula, charge and spin): 117.25 kcal per mole

Geometry as ORCA input:
```
! wB97M-V def2-TZVPD RIJCOSX def2/J DEFGRID3
* xyz 1 1
C 2.03 0.02 0.27
C 1.00 1.03 0.09
C 1.01 -0.98 0.31
C -0.05 0.05 0.22
C -1.46 0.01 -0.09
N 1.21 -0.11 -0.91
H 3.04 -0.18 0.13
H 1.20 2.13 0.01
H 1.19 -2.00 0.19
H -1.65 0.52 -1.04
H -1.98 0.60 0.74
H -1.89 -1.13 0.02
*
```